[1]
Density functional theory data (ωB97M-V with the def2-TZVPD basis set) for B4CdF16 as an isolated structure at a distorted geometry.

Values from the calculation:
HOMO-LUMO gap = 11.9 eV
charge = -2
multiplicity = 1
HOMO = -6.265 eV
energy = -1866.09609 Ha
E_LUMO = 0.20788 Eh
relative energy (zero: lowest compared OMol25 entry of this formula, charge and spin) = 0.000 eV

Atoms and positions in Å:
Cd1 0.08422 0.00965 -0.12575
B1 -2.27520 0.24123 1.37985
F1 -1.73160 1.08899 0.36030
F2 -1.23670 -0.64408 1.77771
F3 -2.80981 0.92601 2.45553
F4 -3.28429 -0.53442 0.76577
B2 -0.84408 -2.37177 -1.23282
F5 -1.89005 -3.23950 -0.98930
F6 -1.30315 -1.02892 -1.50658
F7 -0.04671 -2.22096 -0.03926
F8 -0.04824 -2.79880 -2.28373
B3 1.51222 1.16490 -2.02069
F9 0.16852 1.56465 -1.69781
F10 2.40950 2.06599 -1.45153
F11 1.75923 -0.14894 -1.42939
F12 1.76605 1.09350 -3.38237
B4 1.56520 1.00386 1.90047
F13 0.73951 0.85891 3.00715
F14 2.84093 1.41071 2.25560
F15 1.71583 -0.31547 1.26912
F16 0.90863 1.87448 0.98772

Forces on atoms 1 to 2 (eV/Å):
Cd -0.959 -0.481 1.081
B -1.320 -1.262 0.056

[2]
Density functional theory data (ωB97M-V with the def2-TZVPD basis set) for C26H17CoN5O4 as an isolated structure.

Values from the calculation:
HOMO-LUMO gap (spin up / spin down) = 6.5 / 4.2 eV
charge = +1
multiplicity = 5
HOMO (spin up / spin down) = -10.425 / -10.427 eV
energy = -2958.34740 Ha
E_LUMO (spin up / spin down) = -0.14564 / -0.22989 Eh

Atoms and positions in Å:
Co1 -0.43314 -0.63092 -1.09214
C1 -1.68858 -4.60859 -0.38150
C2 -2.71030 -4.50395 0.55061
C3 -3.16622 -3.25233 0.90276
C4 -2.61199 -2.11398 0.31450
N1 -1.60245 -2.22585 -0.58434
C5 -1.15720 -3.44846 -0.90498
N2 -3.17233 -0.91439 0.71996
C6 -2.90943 0.24155 0.21291
N3 -2.01666 0.48408 -0.81248
C7 -2.00925 1.84098 -1.06978
N4 -1.28971 2.43054 -1.96264
C8 -0.40819 1.80152 -2.82554
C9 0.14186 2.62465 -3.80991
C10 1.00713 2.10025 -4.74519
C11 1.32900 0.75266 -4.68094
C12 0.78080 -0.00478 -3.66706
N5 -0.07503 0.48833 -2.76135
C13 -2.96029 2.50839 -0.16174
C14 -3.31386 3.83394 -0.01953
C15 -4.25488 4.13866 0.95784
C16 -4.81486 3.14373 1.75577
C17 -4.45319 1.80963 1.60394
C18 -3.51812 1.51725 0.63314
H1 -1.29613 -5.56735 -0.68794
H2 -3.13904 -5.39000 0.99991
H3 -3.95471 -3.10521 1.62639
H4 -0.32616 -3.48439 -1.59752
H5 -0.14276 3.66674 -3.80381
H6 1.43314 2.73238 -5.51308
H7 2.00410 0.29612 -5.39011
H8 1.04446 -1.04822 -3.55206
H9 -2.87518 4.60142 -0.64323
H10 -4.55815 5.16677 1.10225
H11 -5.54403 3.41509 2.50708
H12 -4.88436 1.03161 2.21972
O1 0.63089 0.03043 0.47607
C19 1.59778 -0.76293 0.17030
O2 1.45333 -1.50488 -0.85282
C20 2.81505 -0.79587 0.98508
C21 3.84012 -1.66108 0.63095
C22 5.01673 -1.72570 1.37769
C23 5.09812 -0.89515 2.46638
O3 6.12808 -0.77617 3.33804
C24 5.73918 0.21683 4.29780
O4 4.42910 0.66925 3.93901
C25 4.07551 -0.03004 2.82206
C26 2.91786 0.04961 2.10734
H13 3.71036 -2.28872 -0.23979
H14 5.82811 -2.39215 1.12026
H15 6.43789 1.04905 4.25725
H16 5.71334 -0.23125 5.28825
H17 2.11425 0.72089 2.37624

Forces on atoms 1 to 2 (eV/Å):
Co 0.253 -0.321 -0.217
C 0.002 -0.024 -0.017

[3]
Density functional theory data (ωB97M-V with the def2-TZVPD basis set) for C6H8F12KO6P2 as an isolated structure at a distorted geometry.

Values from the calculation:
HOMO-LUMO gap = 10.6 eV
charge = -1
multiplicity = 1
HOMO = -8.643 eV
energy = -3166.54516 Ha
E_LUMO = 0.07229 Eh
relative energy (zero: lowest compared OMol25 entry of this formula, charge and spin) = 0.000 eV

Atoms and positions in Å:
K1 0.14445 0.18029 -0.22159
P1 1.33921 1.60775 -3.50088
F1 0.80913 0.09042 -3.34874
F2 2.49701 1.11462 -4.49774
F3 0.28598 1.80807 -4.68479
F4 1.94072 3.12020 -3.64822
F5 0.27757 2.20389 -2.35282
F6 2.34364 1.45035 -2.20569
P2 3.30558 -2.44876 -0.15792
F7 2.41689 -3.78550 -0.10031
F8 3.97517 -2.95960 -1.57870
F9 2.07048 -1.73109 -0.96967
F10 4.14040 -1.08048 -0.27583
F11 2.60409 -1.94981 1.23789
F12 4.53427 -3.14165 0.60719
C1 1.54989 -0.03163 4.64810
C2 1.23543 -1.48654 5.01611
O1 -0.01107 -1.65826 4.33386
C3 -0.03532 -0.83840 3.27471
O2 -0.81772 -0.80487 2.37532
O3 0.96747 0.05433 3.33987
H1 2.60840 0.08791 4.42882
H2 1.17993 0.58966 5.46200
H3 1.05303 -1.64735 6.07619
H4 2.06272 -2.13615 4.72591
C4 -4.58834 1.94752 -2.46652
C5 -4.80982 0.53262 -1.98340
O4 -3.60474 0.34354 -1.22419
C6 -3.11844 1.53307 -0.84720
O5 -2.21383 1.66667 -0.08101
O6 -3.81976 2.53236 -1.41636
H5 -5.56016 2.44659 -2.36545
H6 -4.22379 2.16379 -3.46858
H7 -4.81691 -0.24570 -2.74292
H8 -5.72154 0.47216 -1.38743

Forces on atoms 1 to 2 (eV/Å):
K 0.520 -0.058 -0.361
P 1.909 1.095 1.215

[4]
Density functional theory data (ωB97M-V with the def2-TZVPD basis set) for an isolated molecule of C7H8N4 at a distorted geometry.

Values from the calculation:
HOMO-LUMO gap (spin up / spin down) = 7.2 / 7.5 eV
charge = 0
multiplicity = 3
HOMO (spin up / spin down) = -6.622 / -9.455 eV
energy = -490.31778 Ha
E_LUMO (spin up / spin down) = 0.01959 / -0.07243 Eh
relative energy (zero: lowest compared OMol25 entry of this formula, charge and spin) = 1.124 eV

Atoms and positions in Å:
C1 1.39253 -2.52416 0.79386
C2 0.73476 0.98213 1.33479
C3 -0.61313 1.42500 0.77189
C4 -0.23152 0.96293 -1.73373
C5 0.57796 -1.36398 1.15249
C6 -0.90836 0.43746 -0.40087
C7 -0.36615 -1.00889 -0.39781
N1 1.89455 -3.46893 0.38963
N2 1.23329 -0.17567 1.49836
N3 0.51919 -0.18317 -2.26213
N4 0.34616 -1.18668 -1.59177
H1 1.31300 1.84894 1.62047
H2 -1.50290 1.36547 1.41966
H3 -0.55231 2.50626 0.44635
H4 -0.87178 1.22209 -2.46647
H5 0.57886 1.79031 -1.59887
H6 -0.33064 -1.56877 1.90816
H7 -1.94097 0.60959 -0.47321
H8 -1.27254 -1.66992 -0.41080

Forces on atoms 1 to 2 (eV/Å):
C -0.680 0.798 0.651
C -0.896 0.548 0.702